w.
Here is a single C6H6FN molecule from OMol25. Energies are from the ωB97M-V functional and the def2-TZVPD basis.

## Properties
frontier orbital gap: 10.591 eV
SMILES: FCc1cccnc1
M: 111.12 g/mol

```
! wB97M-V def2-TZVPD RIJCOSX def2/J DEFGRID3
* xyz 0 1
C 0.860 1.632 -0.754
C 0.119 0.452 -0.191
C 0.763 -0.700 0.231
C -0.001 -1.751 0.726
C -1.388 -1.586 0.834
C -1.266 0.491 -0.072
H 0.730 2.485 -0.090
H 0.492 1.906 -1.757
H 1.837 -0.784 0.144
H 0.457 -2.651 1.073
H -2.033 -2.372 1.237
H -1.801 1.370 -0.428
N -2.028 -0.491 0.417
F 2.222 1.361 -0.861
*
```

Taken from the Mulliken analysis, the atomic charges in e are: number 1, C, carries -0.35; number 2, C, carries 0.44; number 3, C, carries -0.30; number 4, C, carries -0.34; number 5, C, carries -0.29; number 6, C, carries -0.35; number 7, H, carries 0.27; number 8, H, carries 0.28; number 9, H, carries 0.43; number 10, H, carries 0.38; number 11, H, carries 0.34; number 12, H, carries 0.36; number 13, N, carries -0.57; number 14, F, carries -0.29

x.
Here is a single C6H6FN molecule from OMol25. Energies are from the ωB97M-V functional and the def2-TZVPD basis.

## Properties
frontier orbital gap: 10.196 eV
SMILES: Cc1ccnc(F)c1
M: 111.12 g/mol

```
! wB97M-V def2-TZVPD RIJCOSX def2/J DEFGRID3
* xyz 0 1
C 1.752 -0.866 -0.022
C 0.420 -0.303 -0.056
C 0.425 1.163 -0.113
C -0.850 1.741 -0.003
C -1.932 -0.318 0.066
C -0.709 -1.092 0.020
H 2.601 -0.568 -0.849
H 2.021 -0.355 0.920
H 1.841 -1.956 -0.149
H 1.244 1.785 0.142
H -1.116 2.803 0.047
H -0.704 -2.078 0.143
N -1.950 1.016 -0.061
F -3.042 -0.972 -0.087
*
```

Taken from the Mulliken analysis, the atomic charges in e are: number 1, C, carries -1.25; number 2, C, carries 1.01; number 3, C, carries -0.66; number 4, C, carries -0.22; number 5, C, carries 0.34; number 6, C, carries -0.60; number 7, H, carries 0.24; number 8, H, carries 0.28; number 9, H, carries 0.36; number 10, H, carries 0.34; number 11, H, carries 0.41; number 12, H, carries 0.54; number 13, N, carries -0.54; number 14, F, carries -0.24

Which of them is the most stable, and which is the least stable? w and x, in that order.

w.
Here is C5H7NO2 as an isolated structure from OMol25. Energies are from the ωB97M-V functional and the def2-TZVPD basis.

## Properties
frontier orbital gap: 8.935 eV
M: 113.12 g/mol

```
! wB97M-V def2-TZVPD RIJCOSX def2/J DEFGRID3
* xyz 0 1
C -1.623 -0.855 -0.311
C -1.748 0.847 -0.191
C -0.146 1.081 0.246
C -0.142 -0.890 -0.171
C 1.219 1.215 -0.138
H -2.226 -1.178 0.581
H -1.923 -1.382 -1.315
H -2.155 1.082 0.838
H -2.176 1.310 -0.990
H -0.153 0.596 -0.794
H -0.016 -0.456 -1.143
H 1.694 2.103 -0.632
N 1.936 0.039 -0.259
O -0.234 -0.090 1.003
O 1.239 -1.253 0.079
*
```

Taken from the Mulliken analysis, the atomic charges in e are: number 1, C, carries -0.42; number 2, C, carries -0.69; number 3, C, carries 0.15; number 4, C, carries -0.02; number 5, C, carries -0.26; number 6, H, carries 0.28; number 7, H, carries 0.31; number 8, H, carries 0.31; number 9, H, carries 0.46; number 10, H, carries 0.08; number 11, H, carries 0.39; number 12, H, carries 0.37; number 13, N, carries -0.36; number 14, O, carries -0.32; number 15, O, carries -0.27

x.
Here is a 2-piece molecular cluster, C5H7NO2 overall from OMol25. Energies are from the ωB97M-V functional and the def2-TZVPD basis.

## Properties
frontier orbital gap: 11.220 eV
SMILES: CCCC#N.O=C=O
M: 113.12 g/mol

```
! wB97M-V def2-TZVPD RIJCOSX def2/J DEFGRID3
* xyz 0 1
C -0.985 1.001 -1.972
C -4.805 -0.503 1.082
C -0.885 -1.428 0.050
C -1.502 0.027 0.233
C -0.403 0.820 -0.719
N -1.928 1.348 -2.489
O -5.180 0.133 0.193
O -4.523 -1.213 1.916
H 0.084 0.103 -0.418
H -0.915 -1.885 -0.986
H -1.497 -2.182 0.567
H 0.004 -1.352 0.692
H -2.483 0.381 0.039
H -1.209 0.429 1.294
H -0.100 1.934 -0.207
*
```

Taken from the Mulliken analysis, the atomic charges in e are: number 1, C, carries 0.32; number 2, C, carries 0.73; number 3, C, carries -1.05; number 4, C, carries -0.42; number 5, C, carries -0.70; number 6, N, carries -0.44; number 7, O, carries -0.37; number 8, O, carries -0.33; number 9, H, carries 0.51; number 10, H, carries 0.29; number 11, H, carries 0.32; number 12, H, carries 0.36; number 13, H, carries 0.36; number 14, H, carries 0.17; number 15, H, carries 0.25

y.
Here is a single C5H7NO2 molecule from OMol25. Energies are from the ωB97M-V functional and the def2-TZVPD basis.

## Properties
frontier orbital gap: 10.428 eV
SMILES: C1=NO[C@H]2CC[C@@H]2O1
M: 113.12 g/mol

```
! wB97M-V def2-TZVPD RIJCOSX def2/J DEFGRID3
* xyz 0 1
C 1.430 -0.795 -0.094
C 1.389 0.817 0.188
C -0.081 0.801 -0.425
C -2.211 -0.624 -0.004
C -0.103 -0.631 0.014
H 2.054 -1.107 0.765
H 2.062 -1.061 -1.125
H 1.154 0.801 1.330
H 1.946 1.445 -0.388
H -0.117 0.925 -1.485
H -3.222 -0.910 0.137
H 0.056 -0.658 1.172
N -2.183 0.679 0.096
O -1.046 1.674 -0.019
O -1.130 -1.356 -0.162
*
```

Taken from the Mulliken analysis, the atomic charges in e are: number 1, C, carries -0.42; number 2, C, carries -0.86; number 3, C, carries 0.19; number 4, C, carries 0.04; number 5, C, carries -0.21; number 6, H, carries 0.29; number 7, H, carries 0.26; number 8, H, carries 0.30; number 9, H, carries 0.44; number 10, H, carries 0.37; number 11, H, carries 0.45; number 12, H, carries 0.18; number 13, N, carries -0.35; number 14, O, carries -0.25; number 15, O, carries -0.41

Which of them is the most stable, and which is the least stable? x and w, in that order.

w.
Here is C5H7NO2 as an isolated structure from OMol25. Energies are from the ωB97M-V functional and the def2-TZVPD basis.

## Properties
frontier orbital gap: 9.377 eV
M: 113.12 g/mol

```
! wB97M-V def2-TZVPD RIJCOSX def2/J DEFGRID3
* xyz 0 1
C 1.757 -1.238 -0.871
C 1.258 -0.685 0.419
C 1.300 1.541 0.184
O 1.618 -0.934 1.521
N 1.792 2.223 -0.607
H 1.419 -0.550 -1.650
H 1.341 -2.221 -1.082
H 2.844 -1.253 -0.894
C -2.572 0.465 0.414
C -1.104 0.391 0.566
O -0.517 -0.685 0.284
H -0.312 1.380 0.530
H -2.996 0.739 1.384
H -3.015 -0.465 0.057
H -2.814 1.293 -0.256
*
```

Taken from the Mulliken analysis, the atomic charges in e are: number 1, C, carries -1.02; number 2, C, carries 0.67; number 3, C, carries -0.03; number 4, O, carries -0.42; number 5, N, carries -0.52; number 6, H, carries 0.32; number 7, H, carries 0.33; number 8, H, carries 0.33; number 9, C, carries -1.10; number 10, C, carries 0.62; number 11, O, carries -0.35; number 12, H, carries 0.22; number 13, H, carries 0.32; number 14, H, carries 0.31; number 15, H, carries 0.31

x.
Here is a single C5H7NO2 molecule from OMol25. Energies are from the ωB97M-V functional and the def2-TZVPD basis.

## Properties
frontier orbital gap: 10.587 eV
SMILES: CC1=NO[C@@H]2C[C@H]2O1
M: 113.12 g/mol

```
! wB97M-V def2-TZVPD RIJCOSX def2/J DEFGRID3
* xyz 0 1
C 2.607 0.028 0.013
C 1.116 0.073 -0.228
C -1.366 0.783 -0.291
C -2.503 -0.428 0.025
C -0.849 -0.462 0.167
H 3.033 0.937 0.108
H 2.951 -0.592 1.040
H 3.081 -0.831 -0.730
H -1.587 0.600 -1.393
H -2.966 -0.776 -0.861
H -3.141 -0.654 1.058
H -0.796 -0.552 1.397
N 0.675 1.181 -0.040
O -0.597 1.824 0.031
O 0.340 -1.130 -0.297
*
```

Taken from the Mulliken analysis, the atomic charges in e are: number 1, C, carries -1.07; number 2, C, carries 0.57; number 3, C, carries 0.06; number 4, C, carries -0.64; number 5, C, carries 0.12; number 6, H, carries 0.39; number 7, H, carries 0.21; number 8, H, carries 0.25; number 9, H, carries 0.17; number 10, H, carries 0.30; number 11, H, carries 0.22; number 12, H, carries 0.16; number 13, N, carries -0.13; number 14, O, carries -0.25; number 15, O, carries -0.34

y.
Here is a single C5H7NO2 molecule from OMol25. Energies are from the ωB97M-V functional and the def2-TZVPD basis.

## Properties
frontier orbital gap: 9.489 eV
SMILES: [H]/N=C/[C@H](O)CC=C=O
M: 113.12 g/mol

```
! wB97M-V def2-TZVPD RIJCOSX def2/J DEFGRID3
* xyz 0 1
C -0.303 1.755 -1.895
C 0.868 0.263 -0.416
C 0.804 1.454 -1.328
C -0.988 0.143 1.211
C -0.583 -0.316 -0.096
N -0.526 1.240 1.631
O -1.229 2.182 -2.455
O -0.511 -1.781 -0.005
H 1.427 -0.478 -1.011
H 1.429 0.407 0.543
H 1.577 2.134 -1.593
H -1.814 -0.519 1.601
H -1.290 0.090 -0.879
H -0.686 1.519 2.580
H 0.422 -2.138 0.239
*
```

Taken from the Mulliken analysis, the atomic charges in e are: number 1, C, carries 0.63; number 2, C, carries -0.57; number 3, C, carries -0.77; number 4, C, carries -0.09; number 5, C, carries 0.12; number 6, N, carries -0.54; number 7, O, carries -0.42; number 8, O, carries -0.57; number 9, H, carries 0.35; number 10, H, carries 0.37; number 11, H, carries 0.36; number 12, H, carries 0.34; number 13, H, carries 0.23; number 14, H, carries 0.22; number 15, H, carries 0.33

z.
Here is a single C5H7NO2 molecule from OMol25. Energies are from the ωB97M-V functional and the def2-TZVPD basis.

## Properties
frontier orbital gap: 10.671 eV
M: 113.12 g/mol

```
! wB97M-V def2-TZVPD RIJCOSX def2/J DEFGRID3
* xyz 0 1
C 1.153 -0.750 -0.063
C 0.569 0.169 0.868
C 0.371 0.351 -0.909
C -1.148 0.202 -0.580
C -0.966 0.035 0.769
H 2.908 0.272 -0.143
H 0.947 -1.786 -0.364
H 0.892 0.413 1.869
H 0.501 0.618 -1.889
H -2.212 0.817 -0.776
H -2.826 -0.754 0.018
H -1.625 0.874 1.261
N -1.761 -1.097 -0.055
O 2.548 -0.691 -0.017
O 0.648 1.327 0.010
*
```

Taken from the Mulliken analysis, the atomic charges in e are: number 1, C, carries -0.03; number 2, C, carries -0.36; number 3, C, carries -0.36; number 4, C, carries -0.17; number 5, C, carries -0.04; number 6, H, carries 0.35; number 7, H, carries 0.45; number 8, H, carries 0.55; number 9, H, carries 0.60; number 10, H, carries 0.21; number 11, H, carries 0.29; number 12, H, carries 0.25; number 13, N, carries -0.68; number 14, O, carries -0.61; number 15, O, carries -0.47

Which of them is the most stable, and which is the least stable? y and x, in that order.